{"formula": "C31H37CdN6O2", "method": "the ωB97M-V functional and the def2-TZVPD basis", "elements": ["Cd", "C", "O", "C", "C", "C", "C", "C", "C", "N", "N", "C", "C", "O", "C", "C", "C", "C", "C", "C", "C", "C", "H", "H", "H", "H", "H", "H", "H", "H", "H", "H", "H", "H", "H", "C", "C", "N", "C", "C", "N", "C", "C", "N", "H", "H", "H", "H", "H", "H", "H", "H", "H", "H", "H", "H", "H", "H", "H", "C", "C", "C", "C", "C", "C", "C", "C", "N", "H", "H", "H", "H", "H", "H", "H", "H", "H"], "xyz": [[-0.736481, -0.494481, -0.305321], [0.568412, -2.629145, -2.471400], [1.021831, -1.563775, -1.656217], [2.295786, -1.544638, -1.194234], [3.352033, -2.173501, -1.831589], [4.640716, -2.072848, -1.324753], [4.858062, -1.357860, -0.157173], [3.799941, -0.744455, 0.488350], [2.492458, -0.802705, -0.014152], [1.374090, -0.197989, 0.581939], [1.689652, 0.570604, 1.555863], [0.820156, 1.232230, 2.336564], [-0.621410, 1.085652, 2.388605], [-1.278400, 0.226181, 1.748979], [-1.351695, 1.984596, 3.247024], [-0.747959, 2.879413, 4.058043], [0.674318, 2.999459, 4.095625], [1.300409, 3.923508, 4.950734], [2.663041, 4.079069, 4.955217], [3.441176, 3.303945, 4.087675], [2.850705, 2.387087, 3.250334], [1.454896, 2.196685, 3.232555], [0.890053, -3.594585, -2.073666], [0.921694, -2.521848, -3.503234], [-0.520256, -2.562928, -2.434534], [3.179147, -2.734228, -2.739405], [5.458857, -2.554054, -1.844909], [5.855248, -1.282931, 0.258616], [3.954483, -0.227799, 1.421882], [-2.430223, 1.889900, 3.222663], [-1.340299, 3.530898, 4.690965], [0.676289, 4.515541, 5.611393], [3.132159, 4.800494, 5.612382], [4.516987, 3.428972, 4.078002], [3.450932, 1.797382, 2.574456], [1.054295, 3.161372, -1.271808], [1.581047, 1.998098, -2.166681], [0.498308, 1.121540, -2.573228], [-0.511613, 1.753133, -3.402913], [-1.954450, 1.330714, -3.039771], [-2.196139, 1.184566, -1.617776], [-2.547740, 2.380335, -0.865348], [-1.396510, 3.407260, -0.790826], [-0.120320, 2.789568, -0.519218], [1.864466, 3.466253, -0.602043], [0.831006, 4.025234, -1.905845], [2.117637, 2.438044, -3.024752], [2.297781, 1.401671, -1.604279], [0.841957, 0.253030, -2.958282], [-0.416551, 2.832432, -3.286149], [-0.364362, 1.544661, -4.470778], [-2.648773, 2.051903, -3.500872], [-2.138675, 0.352397, -3.487486], [-2.907910, 0.472709, -1.476985], [-3.425875, 2.890872, -1.295184], [-2.803212, 2.057377, 0.146634], [-1.337534, 3.932166, -1.746761], [-1.664572, 4.160792, -0.036374], [0.058820, 2.676367, 0.462152], [-4.331187, -3.068490, -1.935945], [-3.536818, -3.803093, -0.895270], [-3.967666, -5.020424, -0.413540], [-3.263331, -5.719051, 0.566438], [-2.092861, -5.144648, 1.053349], [-1.618055, -3.922022, 0.612748], [-0.328720, -3.403280, 1.182674], [-2.327398, -3.157315, -0.406760], [-1.970311, -2.010713, -0.961730], [-5.192563, -3.660156, -2.260850], [-3.705077, -2.831711, -2.800879], [-4.685850, -2.111215, -1.537972], [-4.886128, -5.448210, -0.812859], [-3.613028, -6.676305, 0.936832], [-1.522694, -5.674519, 1.815160], [0.062745, -4.091687, 1.935149], [-0.470913, -2.428995, 1.658193], [0.431965, -3.282507, 0.402556]], "atomic_forces_ev_per_a": [[-0.4, -0.3, -0.4], [0.0, -0.5, -0.5], [0.5, 0.0, -0.1], [-0.4, 0.1, 0.2], [0.2, -0.1, -0.2], [-0.2, 0.1, 0.0], [0.1, 0.0, -0.1], [-0.5, 0.1, 0.1], [1.0, -0.3, -0.4], [-0.3, 0.7, 1.1], [0.4, -0.5, -0.7], [-0.6, 0.5, 0.3], [0.4, -0.4, -0.4], [0.1, 0.3, 0.1], [-0.2, 0.5, 0.5], [-0.2, -0.3, -0.2], [0.4, 0.0, -0.1], [-0.1, 0.0, 0.0], [0.1, 0.1, 0.1], [-0.1, -0.1, 0.0], [0.1, 0.0, 0.0], [-0.1, 0.0, 0.0], [0.0, 0.0, 0.1], [0.2, 0.1, 0.0], [-0.1, -0.1, 0.2], [-0.1, 0.0, 0.0], [0.0, 0.0, 0.0], [0.0, 0.0, 0.0], [0.0, 0.1, 0.0], [0.0, -0.1, 0.0], [0.0, 0.0, 0.0], [0.0, 0.0, 0.0], [0.0, 0.0, 0.0], [0.0, 0.0, 0.0], [0.0, 0.0, 0.0], [0.0, -0.3, -0.2], [-0.2, 0.1, 0.1], [0.0, 0.0, -0.2], [-0.2, 0.0, 0.2], [0.3, -0.1, -0.1], [-0.2, -0.1, 0.3], [0.3, 0.1, -0.1], [-0.2, -0.2, -0.1], [0.1, 0.1, 0.3], [0.0, 0.0, 0.0], [0.0, 0.0, 0.0], [0.1, 0.0, 0.1], [0.0, -0.1, 0.0], [0.0, 0.1, 0.0], [0.0, 0.0, -0.1], [0.0, 0.1, 0.0], [0.0, 0.0, -0.1], [-0.1, 0.0, 0.0], [0.1, -0.2, 0.0], [0.0, 0.0, 0.1], [0.0, 0.0, 0.0], [0.1, 0.0, 0.0], [0.0, 0.0, -0.1], [0.1, 0.0, 0.2], [0.0, -0.1, 0.1], [0.0, 0.0, 0.0], [0.0, 0.0, 0.0], [0.0, -0.2, 0.1], [-0.1, 0.0, 0.0], [0.0, 0.1, -0.2], [-0.2, 0.0, -0.1], [0.0, -0.2, -0.1], [-0.2, 0.5, -0.1], [0.0, 0.0, 0.0], [0.0, 0.1, 0.0], [0.0, 0.1, -0.1], [0.0, 0.0, 0.0], [0.0, 0.0, 0.0], [0.0, 0.0, 0.0], [0.0, 0.0, 0.0], [0.1, 0.1, 0.0], [0.1, 0.1, 0.0]], "lowdin_charge": [1.39, -0.09, -0.24, -0.26, -0.02, -0.10, -0.11, -0.02, -0.20, 0.00, 0.07, -0.18, -0.39, -0.13, -0.01, -0.03, -0.19, -0.05, -0.11, -0.09, -0.03, -0.10, 0.10, 0.08, 0.05, 0.11, 0.10, 0.10, 0.09, 0.11, 0.11, 0.11, 0.09, 0.10, 0.09, -0.20, -0.21, -0.09, -0.21, -0.20, -0.14, -0.21, -0.21, -0.06, 0.11, 0.10, 0.11, 0.09, 0.09, 0.09, 0.11, 0.11, 0.11, 0.07, 0.11, 0.10, 0.10, 0.11, 0.08, -0.12, -0.27, -0.13, -0.18, -0.13, -0.25, -0.10, -0.45, -0.20, 0.05, 0.05, 0.05, 0.08, 0.06, 0.08, 0.06, 0.04, 0.05], "lumo_energy_ev": 1.7, "charge": -1, "gap_ev": 3.562, "relative_energy_kj_mol": 81.4, "e_homo_ev": -1.86, "fmax_ev_per_a": 1.33}